1.
Molecular formula: C24H73N15O14
Method: DFT, the ωB97M-V functional and the def2-TZVPD basis

Computed properties:
Highest occupied orbital energy (spin up / spin down) = -10.49 / -10.49 eV
Spin multiplicity = 2
LUMO (spin up / spin down) = -1.985 / -7.267 eV
Kohn-Sham gap (spin up / spin down) = 8.5 / 3.2 eV
Net charge = +1
Strongest force on any atom = 5.4 eV/A
⟨S²⟩ = 0.755

```
126
Properties=species:S:1:pos:R:3:forces:R:3:lowdin_charge:R:1
C -25.4981 -27.7543 -6.9494 1.16 -0.51 1.94 -0.81
O -25.6050 -27.9435 -5.7701 -0.66 -0.45 1.93 0.08
N -26.0323 -26.7769 -7.5977 -2.86 4.28 -1.69 0.17
N -24.6987 -28.4286 -7.7337 2.27 -2.77 -2.15 0.16
H -26.5380 -26.0829 -7.0660 -0.08 -0.09 -0.31 0.09
H -25.8506 -26.6003 -8.5754 -0.25 -0.03 0.42 0.10
H -24.4819 -27.9895 -8.6171 0.53 -0.73 0.24 0.10
H -24.0928 -29.1102 -7.2998 0.01 0.19 -0.37 0.12
C -31.1745 -28.1746 -3.8978 4.29 -0.24 -0.01 -0.79
O -29.9430 -28.1627 -3.8781 0.77 0.35 0.08 0.02
N -31.8730 -29.2534 -3.8158 -1.64 -4.63 0.29 0.19
N -31.8916 -27.1239 -4.0240 -3.33 3.73 -0.52 0.19
H -31.3647 -30.1253 -3.7761 -0.10 0.16 -0.09 0.13
H -32.8723 -29.2751 -3.9610 0.29 0.05 0.50 0.06
H -32.8170 -27.3460 -4.3623 -0.03 0.97 0.05 0.10
H -31.5184 -26.2009 -4.1940 -0.34 -0.42 -0.08 0.06
C -29.3594 -26.6254 -7.6238 1.54 -0.06 -0.27 -0.79
O -29.3250 -27.8037 -7.8177 -0.50 -4.36 -1.86 0.02
N -28.7776 -25.7664 -8.4287 0.84 3.01 -2.25 0.19
N -29.7769 -26.1520 -6.5174 -1.70 1.78 4.20 0.23
H -28.9265 -24.7862 -8.2360 0.22 0.12 -0.30 0.08
H -28.4167 -25.9830 -9.3468 -0.47 -0.31 0.37 0.11
H -29.7865 -25.1633 -6.3117 0.25 0.09 -0.11 0.06
H -29.8885 -26.7809 -5.7350 -0.17 -0.41 -0.03 0.10
C -26.7415 -22.6648 -7.6525 0.69 -0.60 -0.46 -0.76
O -27.2118 -21.7711 -7.0085 -1.24 1.44 1.09 0.07
N -25.7258 -23.4191 -7.2537 1.33 -0.87 1.35 0.17
N -27.1425 -23.0557 -8.8532 -1.49 0.41 -1.90 0.17
H -25.2697 -23.9491 -7.9825 0.61 0.04 1.03 0.10
H -25.3816 -23.1703 -6.3373 0.69 -0.47 -0.39 0.12
H -27.8738 -22.4813 -9.2473 -0.02 -0.59 -0.64 0.09
H -26.6856 -23.8103 -9.3451 -0.48 0.49 -0.10 0.10
C -28.3796 -31.1588 -7.0041 -2.40 1.86 2.34 -0.78
O -29.2052 -30.9905 -6.1189 -0.49 -1.02 0.64 0.03
N -28.0239 -30.1500 -7.7504 2.02 2.05 -3.30 0.16
N -27.7937 -32.2747 -7.3453 1.39 -3.75 -0.64 0.16
H -27.2325 -30.3180 -8.3551 0.02 0.44 0.10 0.10
H -28.3072 -29.1852 -7.6559 -0.47 -0.05 0.52 0.05
H -27.2783 -32.3216 -8.2126 -0.02 -0.27 0.47 0.10
H -27.9025 -33.1075 -6.7841 -0.04 0.27 -0.21 0.12
C -30.5798 -21.9975 -9.6929 0.28 -0.92 0.42 -0.74
O -29.8141 -22.8563 -10.1147 0.30 -0.28 -0.64 0.00
N -31.1887 -22.0565 -8.5308 -0.92 -1.09 2.68 0.18
N -30.9710 -20.8960 -10.2863 -0.03 3.22 -3.37 0.17
H -30.9838 -22.8316 -7.9165 0.08 0.41 0.38 0.08
H -31.6309 -21.2147 -8.1906 0.00 -0.68 0.39 0.11
H -31.4715 -20.1563 -9.8146 0.07 -0.42 -0.09 0.11
H -30.6584 -20.6476 -11.2140 0.17 -0.24 0.24 0.12
C -32.5324 -25.5380 -7.4377 0.13 -1.24 0.30 -0.09
O -32.7921 -26.7715 -6.7843 -0.84 -1.10 -0.25 -0.21
C -33.1900 -27.8207 -7.6770 -0.51 -0.62 0.78 -0.18
C -33.4649 -29.1573 -6.8818 -0.37 1.87 -1.12 -0.16
N -34.8518 -29.1495 -6.3629 1.50 -0.45 -0.25 -0.04
C -35.2365 -30.4700 -5.8589 -0.57 0.85 0.58 -0.20
C -34.7594 -30.6748 -4.4091 -0.37 -0.88 -0.43 -0.21
O -34.7823 -29.5328 -3.5610 0.74 -0.47 -0.80 -0.23
C -36.0366 -28.9846 -3.2344 -0.25 -0.41 0.43 -0.08
H -32.1115 -24.8859 -6.6725 -0.13 0.16 -0.27 0.08
H -33.4398 -25.1384 -7.8904 0.01 0.18 -0.12 0.10
H -31.7729 -25.8219 -8.1662 0.11 0.87 -0.50 0.06
H -32.4478 -28.0232 -8.4492 0.84 0.14 0.00 0.07
H -34.0788 -27.5521 -8.2481 -0.40 0.20 0.17 0.12
H -32.6475 -29.1854 -6.1612 -0.06 -0.48 0.29 0.11
H -33.4295 -30.0072 -7.5633 0.38 0.11 -0.12 0.10
H -34.8177 -28.5693 -5.5369 -0.32 0.44 0.08 0.08
H -34.8377 -31.3191 -6.4140 0.16 0.24 -0.38 0.11
H -36.3172 -30.4923 -5.9985 -0.17 -0.35 0.50 0.11
H -33.7437 -31.0661 -4.4674 0.35 0.62 0.23 0.11
H -35.2800 -31.5535 -4.0285 -0.56 0.20 0.62 0.12
H -35.8494 -28.1640 -2.5418 -0.01 0.01 -0.16 0.10
H -36.6136 -29.7456 -2.7092 -0.30 0.02 0.02 0.10
H -36.5974 -28.6345 -4.1010 0.00 0.05 -0.13 0.09
C -29.7946 -19.5098 -6.4838 1.23 0.11 1.94 -0.06
O -29.3153 -20.5193 -5.5470 -0.44 -0.93 -0.87 -0.25
C -29.3401 -20.2653 -4.1402 -0.74 1.39 -0.29 -0.19
C -28.4591 -21.1873 -3.2954 -0.31 0.07 -0.78 -0.19
N -29.1827 -22.2019 -2.5491 -0.61 -1.41 0.35 -0.06
C -28.2986 -22.9103 -1.6171 1.39 -0.72 -0.72 -0.19
C -27.3409 -23.9396 -2.2741 0.31 -0.17 -0.38 -0.22
O -28.0026 -25.0100 -2.9688 -0.09 0.48 -1.24 -0.23
C -27.1755 -25.6274 -4.0582 -1.55 -0.08 2.20 -0.04
H -30.7299 -19.0508 -6.1634 -0.42 -0.40 -0.14 0.08
H -29.7910 -19.8904 -7.5052 -0.14 -0.37 0.36 0.07
H -29.0723 -18.6942 -6.4495 0.17 0.20 -0.17 0.09
H -30.3584 -20.3185 -3.7551 -0.29 -0.03 -0.01 0.12
H -29.0232 -19.2268 -4.0444 0.20 0.18 0.43 0.12
H -27.9578 -20.6099 -2.5186 0.44 0.21 -0.50 0.12
H -27.8155 -21.6358 -4.0522 0.89 0.08 0.26 0.12
H -29.4040 -22.9500 -3.1905 -0.61 0.08 -0.41 0.05
H -28.6757 -23.5816 -0.8455 -1.41 0.89 0.23 0.12
H -27.6833 -22.1242 -1.1794 0.19 -0.35 0.52 0.11
H -26.8013 -24.4236 -1.4600 0.48 0.25 0.10 0.12
H -26.6502 -23.4327 -2.9481 0.23 -0.05 -0.14 0.11
H -27.7823 -26.4501 -4.4366 -0.14 0.23 -0.17 0.06
H -26.3616 -26.1372 -3.5427 0.58 0.49 -0.52 0.09
H -26.9706 -24.8720 -4.8168 0.43 -0.11 0.06 0.07
C -34.0257 -32.4161 -9.8809 -0.88 0.35 -0.81 -0.05
O -33.1946 -31.2676 -9.7739 -2.87 0.84 1.56 -0.18
C -31.9296 -31.5685 -9.9684 4.11 0.16 -0.29 -0.28
C -30.9243 -30.3748 -9.7161 0.11 -2.66 -1.55 -0.07
N -30.6705 -29.6002 -10.9392 -2.75 3.15 2.97 0.21
C -31.7981 -28.7811 -11.4109 -0.29 -0.38 -2.25 -0.10
C -31.4520 -27.8286 -12.6329 0.83 -0.14 1.38 -0.15
O -30.4697 -26.8593 -12.3041 0.19 -0.60 0.67 -0.18
C -30.7566 -25.8691 -11.3041 -0.08 0.75 -0.78 -0.08
H -34.9809 -32.2575 -9.3804 0.13 0.43 -0.06 0.10
H -33.6349 -33.3465 -9.4687 0.59 0.17 -0.04 0.10
H -34.1931 -32.4776 -10.9562 -0.33 -0.80 -0.04 0.10
H -31.7207 -31.9044 -10.9841 0.00 -0.07 -0.67 0.13
H -31.5909 -32.4165 -9.3731 0.14 0.00 0.53 0.13
H -29.9460 -30.7845 -9.4649 0.03 -0.17 0.30 0.12
H -31.1521 -29.7135 -8.8801 -0.28 0.55 0.07 0.14
H -29.9676 -28.9265 -10.6707 1.59 0.08 -0.70 0.15
H -32.2135 -28.1032 -10.6653 0.58 -0.10 1.03 0.13
H -32.6402 -29.4393 -11.6247 0.02 -0.10 -0.21 0.13
H -32.3294 -27.2826 -12.9796 -0.35 -0.64 -0.16 0.14
H -30.9787 -28.4995 -13.3498 -0.29 0.48 -0.54 0.13
H -29.8317 -25.3116 -11.1563 0.04 -0.44 0.40 0.07
H -31.2128 -26.2177 -10.3775 0.40 -0.46 0.14 0.06
H -31.4140 -25.0717 -11.6507 -0.43 -0.19 -0.51 0.09
O -31.0142 -24.4733 -3.8974 -0.14 0.48 -0.52 -0.04
H -30.2809 -25.0055 -3.5887 0.94 -0.23 0.42 0.04
H -31.3489 -24.0456 -3.1091 -0.22 0.18 0.33 0.08
O -29.8392 -23.3384 -6.1931 -0.07 -0.38 -0.49 -0.06
H -29.1928 -22.6325 -6.2022 0.53 0.82 -0.19 0.02
H -30.1901 -23.3310 -5.3025 -0.44 -0.16 0.54 0.02
```
Forces are in eV/Å.

2.
Molecular formula: C5H8
Method: DFT, the ωB97M-V functional and the def2-TZVPD basis

Computed properties:
Highest occupied orbital energy = -8.38 eV
LUMO = 0.829 eV
Energy relative to the best compared isomer or geometry (same formula, charge and spin) = 196.45 kJ/mol
Structure (SMILES) = C=C/C=C\C
Kohn-Sham gap = 9.2 eV
Strongest force on any atom = 3.4 eV/A

```
13
Properties=species:S:1:pos:R:3:forces:R:3:lowdin_charge:R:1
C 2.3393 -0.1308 0.1728 -2.52 0.98 -0.81 0.00
C 1.0465 -0.4567 -0.2190 1.67 1.58 1.35 -0.18
C 0.1074 0.6966 -0.1732 -3.29 0.26 0.71 -0.16
C -1.2888 0.7259 0.0634 2.56 -0.68 -0.97 -0.16
C -2.0053 -0.6286 0.0980 0.25 -1.49 -0.38 -0.16
H 2.6646 0.9720 0.4231 -0.68 -2.55 -0.55 0.10
H 3.0073 -0.9516 0.2076 1.06 -0.28 0.23 0.02
H 0.7486 -1.5083 -0.4025 0.27 0.89 0.09 0.09
H 0.6862 1.6144 -0.2014 -0.45 0.26 -0.01 0.08
H -1.9167 1.6647 0.1157 1.21 -1.07 0.05 0.10
H -1.9651 -1.1335 1.2031 -0.48 1.23 -2.71 0.11
H -3.0868 -0.5887 -0.3848 2.21 -0.17 1.38 0.09
H -1.3335 -1.3073 -0.6132 -1.81 1.04 1.62 0.08
```
Forces are in eV/Å.

3.
Molecular formula: C2H3N3O2
Method: DFT, the ωB97M-V functional and the def2-TZVPD basis

Computed properties:
Highest occupied orbital energy = -11.26 eV
LUMO = -0.965 eV
Energy relative to the best compared isomer or geometry (same formula, charge and spin) = 663.09 kJ/mol
Kohn-Sham gap = 10.3 eV
Strongest force on any atom = 5.7 eV/A

```
10
Properties=species:S:1:pos:R:3:forces:R:3:lowdin_charge:R:1
C 2.3823 -1.5751 -0.5681 1.90 2.63 -3.72 0.00
C 1.2732 0.8608 1.2303 2.52 -4.68 2.10 -0.20
N 2.8619 -0.8584 -1.4295 -0.87 -3.52 3.66 0.02
N 1.9706 1.1858 2.2294 -1.68 -0.70 -0.78 0.19
N 0.7418 1.4406 0.0786 -1.16 0.68 -3.44 -0.36
O -0.2724 2.1037 0.1264 0.51 0.21 -0.03 0.12
O 1.2857 0.9737 -0.9491 -1.30 2.16 1.76 0.02
H 1.2262 -0.2407 1.0071 -0.06 0.92 0.36 0.10
H 3.6528 -0.2913 -1.6980 -0.42 -0.05 -0.18 0.08
H 1.8734 2.1453 2.3990 0.57 2.33 0.28 0.04
```
Forces are in eV/Å.